ORCA calculation (ωB97M-V with the def2-TZVPD basis set) on a 13-piece molecular cluster, C30H81N6O15 overall.

## Properties
- HOMO level: -9.075 eV
- Charge: +3
- Maximum force: 0.136 Eh/bohr
- LUMO energy: -0.2540 hartree
- Gap between HOMO and LUMO: 2.2 eV
- Multiplicity: 1

Last column: Löwdin charge in e.
Geometry (Å):
C1 4.6372 -6.4400 -10.5618  0.019
N1 5.6125 -6.3708 -9.3898  -0.368
C2 5.2798 -5.0374 -8.7623  -0.001
C3 5.3184 -7.4989 -8.4686  0.026
C4 7.0229 -6.4190 -9.9347  -0.113
C5 8.1649 -6.5304 -8.9807  -0.248
O1 8.1428 -5.4146 -8.1238  -0.060
H1 3.6205 -6.4809 -10.1357  0.118
H2 4.8325 -7.3429 -11.0830  0.094
H3 4.8021 -5.5628 -11.2386  0.135
H4 4.1867 -4.9191 -8.6652  0.098
H5 5.6779 -4.2931 -9.4908  0.122
H6 5.7560 -4.8494 -7.7993  0.106
H7 6.0220 -7.4416 -7.6321  0.112
H8 5.4976 -8.3681 -9.1224  0.125
H9 4.2525 -7.3598 -8.1369  0.118
H10 7.0494 -5.4782 -10.4856  0.141
H11 7.0905 -7.1918 -10.6452  0.127
H12 9.0678 -6.5025 -9.6416  0.152
H13 8.1793 -7.4922 -8.4360  0.134
H14 8.9723 -5.5491 -7.5767  0.143
C6 -0.5303 0.6056 8.4033  0.014
N2 0.7485 1.3221 8.7924  -0.346
C7 1.0425 2.2550 7.6448  0.020
C8 0.4704 2.0763 10.0044  -0.003
C9 1.8078 0.2374 8.8907  -0.076
C10 3.1941 0.7901 8.6470  -0.257
O2 3.4312 1.8811 9.4927  -0.050
H15 -1.3598 1.2655 8.2969  0.099
H16 -0.6857 -0.0803 9.2419  0.117
H17 -0.4315 0.0237 7.4793  0.093
H18 1.7236 2.9882 8.0827  0.107
H19 0.1775 2.8845 7.4347  0.109
H20 1.4731 1.6397 6.8518  0.096
H21 1.3599 2.4512 10.4532  0.094
H22 -0.0076 1.4652 10.7678  0.122
H23 -0.1166 2.9274 9.7160  0.110
H24 1.6608 -0.4728 8.0605  0.129
H25 1.6784 -0.2218 9.8404  0.138
H26 3.4239 0.9657 7.5996  0.114
H27 3.8656 -0.1248 8.9016  0.158
H28 4.3504 2.1958 9.4435  0.123
C11 -6.5404 12.3265 -3.5591  0.009
N3 -5.8587 11.4543 -2.5695  -0.384
C12 -4.5246 11.9923 -2.2710  -0.014
C13 -6.6865 11.5385 -1.3222  0.020
C14 -5.8019 10.0633 -2.9739  -0.145
C15 -6.9204 9.4666 -3.7912  -0.302
O3 -8.0415 9.3558 -3.0574  -0.018
H29 -7.5469 11.9776 -3.7508  0.110
H30 -6.0064 12.3676 -4.5121  0.124
H31 -6.5884 13.3448 -3.2084  0.115
H32 -4.4133 12.9075 -1.6964  0.111
H33 -3.9221 11.9273 -3.2166  0.133
H34 -4.0183 11.3496 -1.4942  0.122
H35 -6.7291 12.6056 -1.0793  0.115
H36 -6.1726 10.9400 -0.5397  0.127
H37 -7.7231 11.2486 -1.5203  0.113
H38 -5.6662 9.5029 -2.0446  0.148
H39 -4.9123 9.9381 -3.6153  0.152
H40 -6.4915 8.4428 -4.0305  0.154
H41 -6.8698 10.0420 -4.7243  0.127
H42 -8.8646 9.0812 -3.5282  0.149
C16 2.0663 -6.7794 6.5328  -0.054
C17 1.9104 -5.2755 6.5238  -0.397
C18 3.2913 -4.6967 6.7150  -0.174
O4 3.2458 -3.2351 6.8337  -0.199
C19 4.3240 -2.5605 6.2447  -0.126
N4 1.4074 -4.7829 5.1921  0.057
H43 0.4363 -5.1504 5.1134  0.129
H44 1.4306 -3.3024 4.6851  0.102
H45 1.9603 -5.2462 4.4098  0.143
H46 2.9272 -7.0970 5.8748  0.105
H47 1.2169 -7.2663 6.0176  0.092
H48 2.2411 -7.1536 7.5155  0.075
H49 1.3955 -4.8585 7.3440  0.136
H50 3.8904 -4.9917 5.8099  0.144
H51 3.5864 -5.1555 7.6102  0.112
H52 4.1396 -2.2156 5.2173  0.082
H53 5.1863 -3.2721 6.3479  0.099
H54 4.6459 -1.6281 6.8199  0.090
C20 -4.5624 -3.6139 -3.3420  0.016
C21 -4.1603 -2.2333 -3.1170  -0.303
C22 -4.9338 -1.2241 -3.7915  -0.139
O5 -4.4632 0.1032 -3.5040  -0.159
C23 -5.1676 1.1065 -4.0949  -0.133
N5 -3.1434 -1.8773 -2.4206  0.257
H55 -3.2885 12.8996 1.2092  0.035
H56 -2.2183 -2.4556 -2.3749  0.093
H57 -3.0040 -0.8826 -2.3200  0.131
H58 -5.1597 -3.6585 -4.2726  0.105
H59 -5.2444 -3.8905 -2.4400  0.160
H60 -3.8759 -4.4232 -3.2981  0.089
H61 -3.1108 0.4593 3.5361  0.033
H62 -6.0111 -1.2824 -3.5078  0.170
H63 -4.8222 -1.4967 -4.8411  0.157
H64 -4.9687 1.2130 -5.1422  0.090
H65 -4.9422 2.0602 -3.6592  0.089
H66 -6.2489 1.0505 -3.9664  0.097
C24 -0.3575 -3.5399 0.6372  -0.139
C25 -0.4942 -2.7212 -0.6502  -0.349
C26 0.9040 -1.9765 -0.7891  -0.245
O6 1.0571 -1.4111 -2.0336  -0.161
C27 2.3709 -0.9574 -2.1002  -0.142
N6 -1.0074 -3.4355 -1.8853  0.020
H67 -1.0857 -4.4785 -1.6346  0.071
H68 -1.8974 2.5429 4.4534  0.129
H69 -0.3074 -3.3359 -2.5730  0.050
H70 -0.3125 -2.9010 1.5121  0.045
H71 0.6194 -4.0337 0.6365  0.064
H72 -1.2414 -4.2960 0.9183  0.110
H73 -1.2821 -1.9541 -0.4736  0.112
H74 1.7030 -2.6637 -0.5189  0.107
H75 0.9744 -1.2721 0.0713  0.133
H76 2.7688 -1.0915 -3.1387  0.094
H77 3.0166 -1.5866 -1.5067  0.072
H78 2.6103 0.1311 -1.8619  0.107
O7 -0.9136 -5.8232 -0.3023  -0.522
C28 2.2228 -5.6252 -5.5949  -0.303
O8 1.9744 -5.3672 -4.4063  0.151
O9 2.5853 -5.6952 -6.7052  0.168
H79 -0.1556 -6.4013 -0.2863  -0.141
O10 1.7166 -0.2453 5.1466  0.064
C29 1.1158 -1.4842 5.2280  -0.659
O11 1.4359 -2.2880 4.2758  0.066
O12 0.4184 -1.8294 6.2040  0.038
H80 1.9434 0.0621 4.2450  0.134
O13 -3.9867 12.2518 1.1539  -0.065
C30 -2.6210 5.0749 3.0841  -0.385
O14 -3.2140 5.8272 2.3579  0.168
O15 -2.1800 4.4236 3.9124  0.079
H81 -4.5199 12.5081 1.9342  0.062

Atomic forces in eV per Å
C 0.215 0.819 0.401
N -1.019 0.772 0.031
C 0.411 1.028 -0.518
C -0.455 0.243 -0.387
C -0.771 1.467 0.088
C 0.462 -0.087 -0.519
O 1.839 -0.642 1.310
H 0.488 0.244 -0.347
H 0.148 -0.819 -0.595
H -0.249 -0.773 0.750
H 0.572 -0.303 -0.101
H -0.486 -0.312 0.720
H 0.118 -0.482 -0.202
H -0.318 -0.189 -0.135
H -0.375 -0.151 0.896
H 1.149 -0.548 -0.222
H 0.555 -0.010 -0.044
H -0.186 -1.208 -0.838
H -0.513 -0.176 0.462
H -0.087 0.312 -0.160
H -1.492 0.789 -0.599
C 0.534 -1.344 0.650
N -1.445 -0.880 -2.370
C 0.776 0.617 1.337
C 0.126 0.166 0.975
C 0.417 1.086 -1.524
C 1.576 -2.364 1.145
O 0.435 0.514 0.123
H -0.388 0.808 0.192
H -0.401 -0.052 -0.328
H 0.434 0.174 0.202
H 0.597 -0.290 -0.537
H -0.316 -0.753 -0.415
H -0.418 0.548 -0.188
H 0.917 0.196 0.026
H -0.283 -0.084 -0.298
H -0.631 0.235 0.083
H -0.449 0.055 0.454
H 0.041 -0.407 0.785
H -0.321 0.389 -0.195
H -0.792 1.398 -0.231
H -0.459 -0.328 -0.066
C 0.043 0.304 -1.164
N -1.660 2.005 0.851
C 2.802 -1.676 0.423
C -0.087 0.597 0.703
C 1.407 -1.794 -0.358
C 2.799 -1.130 -1.144
O -3.051 0.272 0.692
H -0.115 -0.166 0.160
H 0.150 -0.314 0.196
H 0.074 0.191 0.438
H -1.041 0.674 -0.774
H -0.506 0.475 1.007
H -0.624 -0.113 -1.045
H 0.224 -0.301 0.380
H -0.595 0.515 -0.439
H 0.473 -0.463 -0.004
H 0.168 -0.095 -0.230
H -0.159 0.062 0.410
H -0.444 0.924 -0.067
H -1.092 -0.164 -0.171
H 1.234 0.256 0.219
C 0.034 -0.493 -1.881
C 1.670 0.601 -2.248
C -0.336 1.548 -2.167
O -0.775 -0.963 0.201
C 1.828 0.008 0.930
N -0.481 -0.942 -0.464
H 0.844 0.500 -0.330
H -0.427 0.535 -0.141
H -0.897 0.448 1.378
H -0.538 0.494 0.741
H 0.092 0.132 0.779
H -0.085 -0.489 0.667
H -1.579 0.258 0.589
H -0.073 0.276 1.024
H 1.436 -0.299 1.329
H -0.011 -0.480 0.054
H -0.242 0.971 -0.731
H -0.784 -1.164 -0.346
C -2.567 -0.784 0.910
C 1.886 -0.294 1.080
C -1.636 2.378 0.113
O 0.855 -2.495 0.827
C -1.551 1.438 -0.645
N 0.169 0.439 -0.835
H 0.627 0.246 -0.182
H 0.141 -1.572 1.299
H -0.163 0.346 -0.120
H 0.168 -0.239 0.596
H 0.701 0.608 -1.500
H 1.264 -0.190 -0.095
H 0.928 1.518 0.703
H 0.506 -0.167 -0.355
H -0.188 0.286 -0.422
H 0.179 -0.185 -0.876
H 0.656 0.344 0.521
H -0.253 -0.523 0.027
C -1.670 -1.106 1.121
C -0.197 0.759 0.304
C -2.556 -1.219 1.835
O 0.462 0.757 -0.255
C 1.940 1.169 -2.067
N -0.020 -0.155 1.515
H 0.212 0.483 0.381
H -0.907 -1.798 -0.673
H 1.078 -0.142 -1.022
H 0.054 0.998 0.085
H -0.560 -0.565 -0.059
H 2.295 1.492 -1.250
H 0.548 -0.023 0.140
H 0.170 -0.589 -0.597
H -0.343 0.260 -0.617
H -0.561 0.161 0.547
H 0.291 -0.085 0.430
H -0.930 -1.143 0.135
O -0.642 0.010 -0.989
C -0.291 2.415 5.599
O 1.011 -1.913 -6.646
O -0.703 -0.509 1.044
H 0.291 -0.456 -0.125
O -0.786 0.316 0.237
C -0.922 -1.114 2.093
O 0.615 -0.864 -0.336
O 1.597 1.935 -1.693
H -0.171 -0.936 0.471
O -0.831 0.220 0.665
C -3.518 3.852 -2.651
O 2.332 -2.646 1.821
O 1.191 -0.920 0.812
H 0.172 -0.454 -0.576